An isolated molecule of C9H8O3 at a distorted geometry. Source: the Open Molecules 2025 dataset; level of theory: the ωB97M-V functional and the def2-TZVPD basis.

E (Ha): -573.26446
Charge: 0
Energy above the lowest of the compared OMol25 structures with the same formula, charge and spin (eV): 5.4957
SMILES string: C[C@]12C=C[C@H]1c1c(O)oc(O)c12
HOMO (eV): -7.2
Strongest force on any atom (Eh/bohr): 0.120
Molecular weight (g mol⁻¹): 164.16
Kohn-Sham gap (Ha): 0.28646

Element x y z (Å)
C: -2.110 1.158 0.801
C: -1.135 0.222 0.142
C: -1.758 -0.528 -1.283
C: -1.369 -1.673 -0.818
C: -0.684 -1.243 0.470
C: 0.714 -0.837 0.258
C: 2.096 -0.843 0.253
O: 2.926 -1.860 0.394
O: 2.583 0.393 -0.065
C: 1.487 1.272 -0.276
O: 1.784 2.590 -0.474
C: 0.336 0.528 -0.093
H: -1.736 1.129 1.785
H: -3.055 0.731 0.743
H: -2.012 2.194 0.333
H: -2.214 0.000 -1.993
H: -1.712 -2.679 -1.116
H: -0.712 -1.716 1.432
H: 3.845 -1.584 0.403
H: 2.724 2.745 -0.897

Forces on atoms 1 to 6 (eV/Å):
C 2.543 0.798 -1.156
C -0.448 -0.056 -4.209
C 2.740 1.718 5.247
C -1.193 -3.137 0.683
C -0.391 -0.855 -0.105
C 3.443 2.668 -0.981